Formula: C23H43ClN3O4ScSi
Source: OMol25
Level of theory: ωB97M-V with the def2-TZVPD basis set

Calculated values
Energy above the lowest of the compared OMol25 structures with the same formula, charge and spin (kJ/mol): 232.4

Geometry as ORCA input:
```
! wB97M-V def2-TZVPD RIJCOSX def2/J DEFGRID3
* xyz 0 1
O -0.3069 2.9657 -0.7887
C 0.7167 2.6903 -1.6276
C 0.4939 2.6936 -3.0664
C 1.4567 3.2111 -3.9794
H 2.4618 3.4639 -3.6068
C 1.1061 3.3959 -5.3281
H 1.7843 3.9194 -6.0138
C -0.1039 2.8821 -5.8407
H -0.3722 2.9361 -6.9090
C -0.9607 2.1578 -4.9766
H -1.8759 1.6898 -5.3694
C -0.6147 1.9925 -3.6339
H -1.1884 1.3150 -2.9963
H 1.3296 1.8327 -1.1928
C -0.9328 -1.5099 -2.0378
C -1.9173 -1.2240 -0.9442
H -1.4037 -1.1108 -2.9396
H -0.7874 -2.5958 -2.2393
H 0.0263 -0.9309 -2.0804
C -2.4501 -0.0150 -0.6763
C -3.9456 0.2212 -0.8168
H -1.8743 0.9613 -0.5844
H -4.1050 0.3918 -1.8918
H -4.3893 1.0488 -0.2520
H -4.5224 -0.6781 -0.5460
Sc -0.9848 -1.8007 0.7397
Cl -3.0437 -2.9289 0.8484
C -1.7657 -0.2706 3.5455
O -1.1807 -0.6950 2.5037
N -1.3199 -0.5476 4.7639
C -0.2730 -1.5593 4.9513
C -1.9590 0.0458 5.9309
H -2.6444 0.3864 3.4503
H 0.5328 -1.3986 4.2266
H -0.6885 -2.5652 4.8067
H 0.1220 -1.4843 5.9671
H -2.3153 1.0434 5.6503
H -1.2437 0.1243 6.7525
H -2.8175 -0.5475 6.2750
H 4.9029 0.1733 -0.8386
H 4.5546 -0.2096 1.4985
C 3.8596 0.0905 -1.1134
C 3.5243 0.1228 1.3719
N 3.0670 -0.2879 0.0409
H 3.7259 -0.6745 -1.8759
C 1.9425 -0.9564 -0.1612
O 1.0375 -1.0813 0.7167
H 2.8985 -0.3426 2.1333
H 1.7627 -1.4154 -1.1618
H 3.5635 1.0518 -1.5259
H 3.5402 1.2128 1.5031
H 0.1271 -6.8300 1.2943
H 2.4493 -6.9100 -0.6190
C -0.2739 -6.5295 0.3148
C 1.6791 -6.4055 -1.2170
N 0.6882 -5.7020 -0.4054
H -1.2142 -5.9919 0.4552
C 0.7580 -4.3801 -0.3196
O -0.0904 -3.6452 0.2635
H 2.1779 -5.6902 -1.8719
H 1.6435 -3.9857 -0.8452
H -0.4268 -7.4255 -0.2942
H 1.1876 -7.1647 -1.8301
C 0.4440 5.6317 0.7037
Si -0.2488 3.9295 0.6872
C 0.5242 2.6540 1.8273
C -2.1244 3.9900 0.7477
H 1.5299 5.6785 0.6046
H 0.1911 6.2052 1.6055
H 0.0281 6.2097 -0.1265
H 0.1543 2.7617 2.8609
H 0.3090 1.6128 1.5109
H 1.6168 2.8194 1.8442
H -2.5493 4.6785 1.4924
H -2.4644 4.3154 -0.2513
H -2.5387 2.9838 0.9071
*
```


Formula: C23H43F5N2O6S2
Source: OMol25
Level of theory: ωB97M-V with the def2-TZVPD basis set

Calculated values
SMILES string: CCCCCCCCCCCCCCCC[C@@]1(CN)OS(=O)(=O)O[C@@]1(NCC)S(=O)(=O)C(F)(F)C(F)(F)F
Energy (hartree): -2758.69548

Geometry as ORCA input:
```
! wB97M-V def2-TZVPD RIJCOSX def2/J DEFGRID3
* xyz 0 1
C 11.7823 2.6763 -0.7871
C 11.7224 1.3959 0.0998
C 10.3199 1.1526 0.7143
C 9.6174 -0.0396 0.0472
C 8.0863 -0.0286 0.3022
C 7.5582 -1.4434 0.5599
C 6.0210 -1.3925 0.8431
C 5.1823 -1.9413 -0.3345
C 3.9185 -1.0745 -0.6215
C 2.6317 -1.8609 -0.2982
C 1.3691 -0.9600 -0.1636
C 0.1828 -1.4276 -1.0471
C -1.0541 -1.6389 -0.1408
C -2.2935 -2.1049 -0.9355
C -3.2792 -0.9290 -1.1342
C -3.8666 -0.4889 0.2371
C -5.4040 -0.5810 0.3667
C -6.0692 -1.7633 -0.3579
N -6.4447 -1.4635 -1.7462
O -5.5699 -0.9980 1.7830
S -5.2808 0.3147 2.6874
O -3.9672 0.3353 3.1954
O -6.2213 0.4530 3.7248
O -5.4650 1.4340 1.4959
C -6.2107 0.7493 0.4355
N -7.5012 0.6725 1.0033
C -8.5988 0.4018 0.0630
C -9.7933 -0.3266 0.7372
S -5.9323 1.9393 -0.9777
O -4.5759 1.9486 -1.4025
O -6.7502 1.5908 -2.0835
C -6.5182 3.6224 -0.4405
F -7.6951 3.5235 0.1834
F -6.7535 4.2928 -1.5273
C -5.5512 4.4372 0.5121
F -6.1056 4.5789 1.6917
F -5.4315 5.6557 0.0057
F -4.3590 3.9326 0.6212
H 12.5285 3.3825 -0.4313
H 11.9904 2.3669 -1.8122
H 10.8159 3.1833 -0.7910
H 12.4550 1.5170 0.8996
H 12.0172 0.5235 -0.4837
H 9.7136 2.0595 0.6595
H 10.4504 0.9375 1.7800
H 10.0606 -0.9727 0.3993
H 9.7804 0.0515 -1.0310
H 7.8875 0.6133 1.1644
H 7.5776 0.3710 -0.5786
H 7.7011 -2.0281 -0.3510
H 8.0414 -1.9146 1.4164
H 5.7935 -1.9513 1.7532
H 5.7526 -0.3493 1.0200
H 4.8454 -2.9617 -0.1435
H 5.7802 -1.9607 -1.2484
H 3.8904 -0.8817 -1.6966
H 3.9325 -0.1388 -0.0622
H 2.7449 -2.4391 0.6239
H 2.4835 -2.5863 -1.1025
H 1.6621 0.0583 -0.4336
H 1.0922 -0.9393 0.8922
H -0.0640 -0.6500 -1.7722
H 0.4176 -2.3848 -1.5126
H -0.7721 -2.3635 0.6269
H -1.2341 -0.6843 0.3623
H -2.0013 -2.4632 -1.9237
H -2.7981 -2.8603 -0.3251
H -2.6711 -0.1039 -1.5145
H -4.0211 -1.1306 -1.9029
H -3.4646 0.4932 0.4711
H -3.4687 -1.1704 0.9851
H -6.8818 -2.1589 0.2487
H -5.2979 -2.5430 -0.3568
H -5.8037 -1.9317 -2.3776
H -7.3211 -1.9517 -1.9140
H -7.6966 1.4923 1.5639
H -8.2969 -0.1389 -0.8289
H -8.9995 1.3550 -0.2945
H -10.6738 0.3156 0.6746
H -9.5871 -0.4524 1.8006
H -10.0613 -1.2541 0.2350
*
```


Formula: C23H43F6N3O6PS4Ti
Source: OMol25
Level of theory: ωB97M-V with the def2-TZVPD basis set

Calculated values
Energy above the lowest of the compared OMol25 structures with the same formula, charge and spin (kJ/mol): 373.7
⟨S²⟩: 0.83

Geometry as ORCA input:
```
! wB97M-V def2-TZVPD RIJCOSX def2/J DEFGRID3
* xyz -2 2
Ti 0.9672 -0.2985 -0.1603
C 0.0674 1.2462 1.7505
C -1.3216 1.0577 1.8726
C -1.9278 1.6495 0.6953
C -0.8878 2.1763 -0.0704
C 0.3722 1.9715 0.5587
C 1.5130 3.0090 0.4016
C 2.1605 3.0036 -0.9883
C 0.8855 4.4033 0.6168
C 2.5924 2.8363 1.4670
C -3.3758 1.7163 0.1883
C -4.3349 2.3163 1.2290
C -3.4556 2.6407 -1.0354
C -3.8946 0.3484 -0.2970
C -1.8792 0.4557 3.1736
C -2.3182 1.5859 4.1211
C -0.7646 -0.3219 3.8988
C -3.0423 -0.5365 3.0005
H 0.7864 1.0337 2.5294
H -1.0020 2.7036 -1.0074
H 1.4073 3.0736 -1.7757
H 2.7387 2.0964 -1.1583
H 2.8397 3.8601 -1.0807
H 0.1644 4.6452 -0.1690
H 1.6690 5.1735 0.6191
H 0.3626 4.4345 1.5785
H 2.9927 1.8282 1.5023
H 2.2003 3.0736 2.4611
H 3.4223 3.5213 1.2564
H -3.9390 3.2707 1.5919
H -4.4896 1.6699 2.0907
H -5.3153 2.4998 0.7724
H -3.1139 3.6518 -0.7904
H -4.4957 2.6993 -1.3734
H -2.8504 2.2584 -1.8618
H -3.7963 -0.4341 0.4537
H -3.3320 0.0391 -1.1842
H -4.9545 0.4199 -0.5779
H -1.4682 2.2457 4.3180
H -2.6681 1.1751 5.0787
H -3.1179 2.1908 3.6916
H -0.0131 0.3459 4.3277
H -0.2385 -1.0034 3.2276
H -1.1958 -0.9049 4.7190
H -3.9310 -0.0848 2.5657
H -3.3253 -0.9339 3.9824
H -2.7462 -1.3876 2.3758
C 2.2535 -1.8376 -6.5171
C 1.6486 -0.8594 -5.5298
O 0.5683 -1.4670 -4.8420
P 0.7159 -1.4400 -3.1372
S 1.6312 -2.7176 -1.2775
S 0.1558 0.4166 -2.4990
O -0.7193 -2.2412 -2.9631
C -0.7825 -3.6080 -3.3714
C -1.7324 -3.7378 -4.5456
H 3.0689 -1.3661 -7.0766
H 1.4924 -2.1802 -7.2247
H 2.6475 -2.7061 -5.9841
H 1.2805 0.0320 -6.0463
H 2.4181 -0.5264 -4.8234
H -1.1299 -4.1937 -2.5181
H 0.2130 -3.9739 -3.6342
H -2.7125 -3.3302 -4.2836
H -1.8516 -4.7920 -4.8220
H -1.3422 -3.1786 -5.3985
N -1.0686 -2.6252 0.5707
N -0.9441 -1.3033 -0.0253
H -0.5222 -2.5653 1.4220
H -0.4811 -3.1988 -0.0276
H -1.4694 -0.6725 0.5719
H -1.4244 -1.3552 -0.9119
F 4.3955 -3.8966 -1.2979
C 3.8043 -2.9738 -2.0678
F 4.5358 -1.8534 -1.9840
F 3.9066 -3.4124 -3.3570
S 3.0023 -1.2164 1.1402
O 1.4943 -1.3965 1.4410
O 2.8701 -0.1563 0.0083
N 3.5089 -0.2931 2.4066
S 4.3416 -0.8927 3.5817
O 4.5601 0.1224 4.5782
O 5.4561 -1.7328 3.2155
C 3.2657 -2.0884 4.4810
F 3.9682 -2.6540 5.4751
F 2.1981 -1.4881 5.0169
F 2.8323 -3.0615 3.6714
*
```